<one>
{"formula": "C4H11N2S", "method": "wB97M-V/def2-TZVPD", "species": ["C", "C", "C", "C", "N", "N", "S", "H", "H", "H", "H", "H", "H", "H", "H", "H", "H", "H"], "positions_angstrom": [[0.002, 1.469, -2.356], [0.542, 0.625, -1.103], [0.172, -2.743, 1.082], [-0.637, -0.340, 2.409], [-0.190, -0.259, -0.562], [0.197, 2.846, -2.038], [0.657, -1.059, 1.328], [0.509, 1.193, -3.268], [-1.020, 1.055, -2.378], [1.541, 1.007, -0.825], [0.927, -3.320, 0.498], [-0.775, -2.740, 0.616], [0.035, -3.292, 1.963], [-1.610, -0.882, 2.270], [-0.485, 0.697, 2.172], [-0.526, -0.495, 3.566], [-0.409, 3.117, -1.263], [1.070, 3.121, -2.110]], "mulliken_charge": [-0.53, 0.25, -0.90, -0.73, -0.40, -0.46, 0.23, 0.37, 0.31, 0.32, 0.33, 0.36, 0.41, 0.31, 0.30, 0.36, 0.24, 0.22], "charge": 1, "homo_energy_ev": -13.2, "lumo_energy_ev": -5.49, "orbital_gap_ev": 7.68, "spin_multiplicity": 1}

=====

<two>
{"formula": "C4H11N2S", "method": "wB97M-V/def2-TZVPD", "species": ["C", "C", "C", "C", "N", "N", "S", "H", "H", "H", "H", "H", "H", "H", "H", "H", "H", "H"], "positions_angstrom": [[0.231, 0.283, -0.420], [-1.314, -0.812, 1.743], [2.547, 1.882, -0.338], [-1.740, -0.456, 0.370], [0.756, -0.390, -1.429], [-2.107, -1.445, -0.401], [0.878, 1.634, 0.355], [-2.013, -1.322, 2.366], [-1.166, 0.202, 2.289], [-0.326, -1.254, 1.958], [2.640, 2.142, -1.404], [3.146, 1.079, -0.010], [3.065, 2.818, 0.131], [-2.111, 0.524, 0.209], [1.620, -0.038, -1.951], [0.448, -1.133, -2.042], [-2.599, -1.218, -1.180], [-1.953, -2.494, -0.247]], "mulliken_charge": [0.17, -1.12, -1.02, 0.08, -0.37, -0.36, 0.09, 0.40, 0.31, 0.35, 0.35, 0.37, 0.32, 0.45, 0.22, 0.23, 0.24, 0.27], "charge": 1, "homo_energy_ev": -13.0, "lumo_energy_ev": -2.98, "orbital_gap_ev": 10.07, "spin_multiplicity": 1}

=====

<three>
{"formula": "C4H11N2S", "method": "wB97M-V/def2-TZVPD", "species": ["C", "C", "N", "N", "C", "C", "S", "H", "H", "H", "H", "H", "H", "H", "H", "H", "H", "H"], "positions_angstrom": [[-1.140, -0.536, 1.573], [-0.437, -0.437, 0.212], [-1.664, -0.460, -1.060], [-0.054, 0.917, -0.201], [1.431, 1.059, -0.298], [1.918, -0.405, -0.663], [0.892, -1.567, 0.141], [-0.607, -0.445, 2.472], [-1.522, -1.500, 1.666], [-2.043, 0.037, 1.474], [-2.530, -0.091, -0.566], [-1.797, -1.479, -1.047], [-0.476, 1.588, 0.421], [-0.345, 1.277, -1.133], [2.113, 1.526, 0.379], [1.486, 1.652, -1.257], [1.783, -0.450, -1.770], [2.991, -0.689, -0.344]], "mulliken_charge": [-1.48, 0.51, -0.72, -0.16, -0.73, -0.37, -0.08, 0.42, 0.48, 0.39, 0.30, 0.32, 0.32, 0.48, 0.34, 0.29, 0.30, 0.40], "charge": 1, "homo_energy_ev": -13.4, "lumo_energy_ev": -3.32, "orbital_gap_ev": 10.09, "smiles": "C[C@@]1(N)[NH2+]CCS1", "spin_multiplicity": 1}

=====

Stability check: which of them is most stable? <two>.

=====

<one>
{"formula": "C13H13N2", "method": "wB97M-V/def2-TZVPD", "species": ["C", "C", "C", "C", "C", "C", "C", "C", "C", "C", "C", "C", "C", "N", "N", "H", "H", "H", "H", "H", "H", "H", "H", "H", "H", "H", "H", "H"], "positions_angstrom": [[2.794, 2.593, -0.142], [1.540, 2.202, -0.607], [3.657, 1.608, 0.391], [1.056, 0.927, -0.300], [1.895, 0.083, 0.443], [-0.906, -3.044, 1.123], [-1.148, -1.965, 0.272], [1.162, -1.136, 0.760], [0.486, -3.172, 1.612], [-0.405, 0.320, -0.475], [-0.155, -1.013, 0.101], [-1.226, 0.997, 0.617], [-1.035, 0.546, -1.815], [3.206, 0.449, 0.658], [1.445, -2.182, 1.402], [3.093, 3.587, -0.169], [0.956, 2.902, -1.114], [4.620, 1.941, 0.670], [-1.646, -3.775, 1.368], [-2.165, -1.712, -0.161], [0.839, -3.260, 2.716], [0.823, -4.077, 1.023], [-0.950, 0.826, 1.620], [-2.304, 0.494, 0.628], [-1.510, 1.953, 0.446], [-1.891, -0.084, -1.886], [-0.366, 0.394, -2.673], [-1.415, 1.547, -1.761]], "mulliken_charge": [-0.57, -0.56, -0.29, 0.40, -0.11, -0.66, -0.34, 0.31, -0.56, 1.40, 0.69, -1.65, -1.58, -0.61, -0.56, 0.47, 0.52, 0.43, 0.49, 0.40, 0.44, 0.37, 0.50, 0.36, 0.50, 0.43, 0.35, 0.42], "charge": 1, "homo_energy_ev": -12.8, "lumo_energy_ev": -6.10, "orbital_gap_ev": 6.69, "spin_multiplicity": 1}

=====

<two>
{"formula": "C13H13N2", "method": "wB97M-V/def2-TZVPD", "species": ["C", "N", "C", "C", "C", "C", "C", "C", "N", "C", "C", "C", "C", "C", "C", "H", "H", "H", "H", "H", "H", "H", "H", "H", "H", "H", "H", "H"], "positions_angstrom": [[1.628, 2.095, 0.329], [2.450, 1.047, 0.243], [3.812, 1.096, 0.245], [4.277, -0.154, -0.046], [3.193, -1.019, -0.192], [2.039, -0.313, 0.015], [0.661, -0.701, -0.065], [0.269, -2.076, -0.318], [-0.224, 0.256, 0.015], [-1.553, 0.058, 0.014], [-2.281, -0.586, 1.049], [-3.638, -0.412, 1.056], [-4.258, 0.428, 0.124], [-3.568, 0.935, -1.015], [-2.182, 0.760, -1.034], [0.692, 2.015, -0.160], [1.949, 3.096, 0.428], [4.296, 1.934, 0.613], [5.276, -0.489, -0.001], [3.205, -1.989, -0.498], [-0.707, -2.249, -0.563], [0.600, -2.605, 0.622], [0.767, -2.545, -1.212], [-1.697, -1.146, 1.923], [-4.296, -1.014, 1.678], [-5.247, 0.742, 0.309], [-3.925, 1.566, -1.889], [-1.536, 1.269, -1.669]], "mulliken_charge": [0.09, 0.17, -0.33, -0.73, -0.29, -0.18, 1.15, -1.65, -0.42, 0.17, 0.11, -0.52, -0.55, -0.52, -0.46, 0.16, 0.36, 0.44, 0.46, 0.57, 0.47, 0.35, 0.39, 0.22, 0.38, 0.45, 0.30, 0.41], "charge": 1, "homo_energy_ev": -11.2, "lumo_energy_ev": -6.39, "orbital_gap_ev": 4.79, "smiles": "C=[N+]1C=CC=C1/C(C)=N/c1ccccc1", "spin_multiplicity": 1}

=====

Stability check: which of them is most stable? <one>.

=====

<one>
{"formula": "C3H2N6", "method": "wB97M-V/def2-TZVPD", "species": ["C", "C", "C", "N", "N", "N", "N", "N", "N", "H", "H"], "positions_angstrom": [[-1.155, 0.195, -1.448], [1.514, 0.146, -0.326], [1.078, 0.976, 0.680], [-0.696, 0.949, -2.197], [1.758, -0.690, -1.071], [-1.128, -2.640, 0.439], [-1.277, -1.689, -0.117], [0.170, 0.459, 1.394], [-1.523, -0.578, -0.440], [1.614, 2.000, 0.925], [-0.355, 0.872, 2.160]], "mulliken_charge": [0.49, 0.35, -0.09, -0.43, -0.39, -0.45, 0.89, -0.39, -0.49, 0.30, 0.21], "homo_energy_ev": -10.3, "lumo_energy_ev": -0.38, "orbital_gap_ev": 9.90, "spin_multiplicity": 1}

=====

<two>
{"formula": "C3H2N6", "method": "wB97M-V/def2-TZVPD", "species": ["C", "C", "C", "N", "N", "N", "N", "N", "N", "H", "H"], "positions_angstrom": [[-0.209, -0.308, 0.477], [-0.039, -0.681, -2.196], [-0.154, 1.128, 0.254], [0.273, -0.516, 1.827], [-0.635, -1.303, -0.138], [0.533, 0.347, 2.561], [0.539, 1.567, 2.489], [0.024, 1.901, 1.147], [-0.843, -1.318, -1.449], [0.784, 0.095, -1.829], [-0.273, -0.912, -3.143]], "mulliken_charge": [0.60, -0.25, 0.15, -0.17, -0.09, 0.25, -0.39, -0.09, -0.56, 0.21, 0.34], "homo_energy_ev": -9.6, "lumo_energy_ev": -1.94, "orbital_gap_ev": 7.70, "spin_multiplicity": 1}

=====

Stability check: which of them is most stable? <one>.